Computed, not measured: C17H29BrNNdO2P2 as an isolated structure, with wB97M-V/def2-TZVPD.

Geometry as ORCA input:
```
! RIJCOSX wB97M-V def2-TZVPD def2/J DEFGRID3
* xyz 0 4
C 0.71 -3.43 2.05
C 0.68 -2.08 1.72
N -0.48 -1.41 1.36
C -1.60 -2.20 1.29
C -1.64 -3.56 1.64
C -0.42 -4.15 1.95
C 1.87 -1.34 1.82
P 2.05 0.39 1.73
Nd -0.68 0.95 0.85
P -2.78 -0.33 -0.54
C -2.94 -1.56 0.79
C 0.18 2.24 -1.52
C 0.36 3.29 -0.53
C 0.26 4.61 -0.97
C -0.14 4.98 -2.24
C -0.33 3.99 -3.21
C -0.23 2.65 -2.88
O 4.41 -4.16 -1.18
O 1.54 0.00 -2.47
H 1.65 -3.86 2.33
H -2.57 -4.17 1.54
H -0.40 -5.18 2.22
C 2.36 1.08 3.39
C 3.66 0.71 0.92
H -3.72 -2.31 0.48
H -3.31 -1.08 1.72
H 5.11 -3.51 -1.33
H 2.86 -1.78 1.99
C -4.44 0.43 -0.49
C -2.96 -1.45 -1.96
H 0.83 3.10 0.46
H 0.49 5.40 -0.29
H -0.26 6.02 -2.50
H -0.65 4.28 -4.21
H -0.42 1.86 -3.64
H 0.56 1.26 -1.28
H 2.34 -0.33 -2.01
H 0.94 -0.74 -2.31
H 3.77 -4.24 -1.92
H -0.47 1.27 -1.23
H 3.31 0.69 3.72
H 2.39 2.16 3.50
H 1.59 0.77 4.08
H 4.44 0.50 1.68
H 3.72 0.03 0.07
H 3.78 1.74 0.53
H -3.98 -1.87 -1.97
H -2.78 -0.88 -2.88
H -2.22 -2.26 -1.88
H -5.21 -0.30 -0.76
H -4.65 0.87 0.49
H -4.47 1.25 -1.22
Br -2.11 1.68 3.10
*
```

## Properties
- energy above the lowest of the compared OMol25 structures with the same formula, charge and spin (eV) = 0.888
- E_LUMO (alpha / beta) (eV) = -0.222 / -0.196
- calculated total energy (eV) = -127578.371
- highest occupied orbital energy (alpha / beta) (eV) = -5.5029 / -5.5515

Computed, not measured: C3H2ClN2O2S as an isolated structure, with wB97M-V/def2-TZVPD.

Geometry as ORCA input:
```
! RIJCOSX wB97M-V def2-TZVPD def2/J DEFGRID3
* xyz -1 1
C 1.03 -1.35 -0.51
C 0.90 1.16 -0.04
C 1.48 -0.02 0.13
N -4.19 0.88 0.63
N -3.24 0.29 0.41
O -0.20 -1.54 -0.59
O 1.92 -2.10 -0.91
S -1.95 -0.47 0.07
Cl 2.95 -0.13 1.04
H 1.30 2.06 0.38
H 0.00 1.23 -0.62
*
```

## Properties
- energy above the lowest of the compared OMol25 structures with the same formula, charge and spin (eV) = 0.000
- E_LUMO (eV) = 3.495
- calculated total energy (eV) = -33576.723
- highest occupied orbital energy (eV) = -5.2084

Computed, not measured: one molecule with the formula CHNOS, with wB97M-V/def2-TZVPD.

Geometry as ORCA input:
```
! RIJCOSX wB97M-V def2-TZVPD def2/J DEFGRID3
* xyz 0 1
C -0.08 1.13 -0.38
N -1.15 1.32 -0.65
O 1.06 -1.35 -0.60
S 0.77 -0.43 0.50
H -0.61 -0.68 1.12
*
```

## Properties
- energy above the lowest of the compared OMol25 structures with the same formula, charge and spin (eV) = 1.727
- E_LUMO (eV) = -1.189
- calculated total energy (eV) = -15422.514
- highest occupied orbital energy (eV) = -10.9835

Computed, not measured: an isolated ion of composition C10H17N2O2 and charge +1, with wB97M-V/def2-TZVPD.

Geometry as ORCA input:
```
! RIJCOSX wB97M-V def2-TZVPD def2/J DEFGRID3
* xyz 1 1
C -0.37 -1.28 0.06
C -3.63 -0.51 -0.25
C -2.54 -0.41 -1.23
C 1.86 1.06 0.79
C -3.30 0.55 0.82
C 0.08 0.66 -0.67
C -1.35 -0.04 -0.30
C 2.07 -0.24 0.09
C 2.95 -0.02 -1.19
C 2.65 -1.32 1.03
N 0.71 -0.50 -0.25
N 0.50 1.65 0.33
O -0.51 -2.44 0.27
O -1.83 0.53 0.90
H -4.66 -0.24 -0.64
H -3.42 -1.52 0.31
H -2.23 -1.31 -1.85
H -2.69 0.56 -1.88
H 1.70 0.91 1.89
H 2.63 1.85 0.62
H -3.68 1.45 0.52
H -3.48 0.32 1.89
H 0.30 0.99 -1.76
H 3.88 0.42 -0.76
H 2.34 0.55 -1.90
H 3.14 -1.00 -1.66
H 3.67 -1.13 1.39
H 2.59 -2.33 0.49
H 1.89 -1.54 1.84
H -0.03 1.80 1.21
H 0.77 2.52 -0.13
*
```

## Properties
- structure (SMILES) = CC1(C)C[NH2+][C@H]2N1C(=O)[C@]21CCCO1
- energy above the lowest of the compared OMol25 structures with the same formula, charge and spin (eV) = 2.804
- E_LUMO (eV) = -3.130
- calculated total energy (eV) = -17712.231
- highest occupied orbital energy (eV) = -12.9384

Computed, not measured: one molecule with the formula C19H28N8O2, with wB97M-V/def2-TZVPD.

Geometry as ORCA input:
```
! RIJCOSX wB97M-V def2-TZVPD def2/J DEFGRID3
* xyz 0 1
C 3.80 0.47 -1.38
C 3.31 1.51 -0.41
C 4.19 2.18 0.43
N 3.83 3.11 1.31
C 2.54 3.41 1.38
C 1.56 2.80 0.60
C 0.13 3.17 0.87
O -0.16 3.92 1.79
N -0.81 2.61 0.07
C -2.23 2.75 0.35
C -2.80 4.02 -0.27
C -2.94 1.49 -0.14
C -2.44 0.23 0.57
N -2.14 -0.88 -0.35
C -0.98 -0.87 -1.06
O -0.50 0.13 -1.58
C -0.37 -2.23 -1.38
C -0.77 -2.70 -2.80
C -1.73 -3.86 -2.54
C -1.15 -4.47 -1.28
N -0.81 -3.29 -0.48
C 0.09 -3.57 0.62
C 0.24 -2.39 1.53
N -0.71 -1.99 2.39
N -0.23 -0.93 2.99
N 0.96 -0.72 2.48
C 1.84 0.33 2.97
N 1.31 -1.61 1.56
C 1.97 1.84 -0.31
H 3.93 0.90 -2.38
H 4.75 0.05 -1.07
H 3.08 -0.34 -1.47
H 5.25 1.94 0.40
H 2.24 4.17 2.10
H -0.55 1.94 -0.64
H -2.33 2.82 1.44
H -3.85 4.14 0.00
H -2.25 4.89 0.08
H -2.73 3.97 -1.36
H -4.01 1.61 -0.01
H -2.76 1.40 -1.22
H -1.54 0.46 1.14
H -3.17 -0.15 1.27
H -2.29 -1.80 0.05
H 0.72 -2.07 -1.32
H -1.19 -1.89 -3.39
H 0.12 -3.06 -3.32
H -2.74 -3.48 -2.34
H -1.78 -4.56 -3.37
H -1.85 -5.11 -0.74
H -0.26 -5.06 -1.52
H -0.31 -4.40 1.20
H 1.09 -3.86 0.26
H 2.53 0.58 2.17
H 1.24 1.19 3.23
H 2.39 -0.03 3.84
H 1.26 1.30 -0.94
*
```

## Properties
- structure (SMILES) = Cc1cncc(C(=O)N[C@@H](C)CCNC(=O)[C@@H]2CCCN2Cc2nnn(C)n2)c1
- energy above the lowest of the compared OMol25 structures with the same formula, charge and spin (eV) = 0.164
- E_LUMO (eV) = 0.652
- calculated total energy (eV) = -36174.175
- highest occupied orbital energy (eV) = -9.3290

Computed, not measured: C8H23F4HfNO5 as an isolated structure, with wB97M-V/def2-TZVPD.

Geometry as ORCA input:
```
! RIJCOSX wB97M-V def2-TZVPD def2/J DEFGRID3
* xyz 0 1
Hf 20.33 -9.21 -17.23
F 20.41 -7.56 -18.94
F 20.83 -9.73 -15.04
F 22.36 -10.14 -17.86
F 17.98 -9.43 -17.29
C 17.97 -5.97 -17.28
C 19.23 -5.99 -16.38
C 19.15 -5.05 -15.14
O 20.31 -5.24 -14.36
C 20.33 -4.49 -13.07
N 19.40 -7.33 -15.83
H 17.99 -6.62 -18.15
H 17.86 -4.91 -17.51
H 17.05 -6.29 -16.79
H 20.11 -5.79 -17.00
H 18.26 -5.22 -14.52
H 19.12 -4.00 -15.43
H 19.89 -3.49 -13.14
H 21.37 -4.27 -12.87
H 19.93 -5.05 -12.22
H 19.91 -7.10 -14.99
H 18.54 -7.50 -15.33
C 19.49 -12.35 -18.08
C 20.02 -11.71 -19.40
O 19.69 -10.37 -19.41
O 19.96 -11.64 -16.92
H 19.68 -13.42 -18.04
H 18.40 -12.34 -18.17
H 19.40 -12.16 -20.17
H 21.09 -11.86 -19.56
H 19.65 -10.16 -20.35
H 19.61 -12.11 -16.15
C 23.14 -7.23 -17.65
C 23.21 -5.74 -17.84
O 23.57 -5.13 -16.57
O 22.18 -7.58 -16.60
H 24.10 -7.62 -17.34
H 22.86 -7.73 -18.58
H 22.25 -5.36 -18.19
H 23.92 -5.39 -18.60
H 23.57 -4.19 -16.75
H 22.52 -7.21 -15.78
*
```

## Properties
- energy above the lowest of the compared OMol25 structures with the same formula, charge and spin (eV) = 2.033
- E_LUMO (eV) = 0.526
- calculated total energy (eV) = -32577.103
- highest occupied orbital energy (eV) = -10.4199

Computed, not measured: one molecule with the formula C21H37NO3S, with wB97M-V/def2-TZVPD.

Geometry as ORCA input:
```
! RIJCOSX wB97M-V def2-TZVPD def2/J DEFGRID3
* xyz 0 1
C 0.44 -5.26 3.92
S 0.96 -3.59 4.16
O 1.37 -3.38 5.53
O 1.94 -3.27 3.15
C -0.48 -2.56 3.87
C -0.53 -1.81 2.55
C -1.93 -1.22 2.75
C -2.56 -0.46 1.59
C -2.29 1.04 1.73
C -2.79 1.84 0.53
C -1.90 1.75 -0.72
C -1.00 2.96 -0.95
C -0.13 3.32 0.26
C 1.14 4.07 -0.13
C 2.12 3.24 -0.99
C 2.36 1.83 -0.49
C 3.28 0.98 -1.39
C 2.53 -0.11 -2.16
C 1.36 0.46 -2.96
N 0.96 -0.36 -4.10
C -0.35 -0.50 -4.47
C -0.42 -1.29 -5.60
C 0.91 -1.63 -5.93
C 1.75 -1.04 -4.98
C -2.69 -2.43 3.32
O -1.71 -3.24 3.96
H 1.34 -5.81 3.67
H -0.29 -5.30 3.12
H 0.00 -5.64 4.83
H -0.41 -1.80 4.65
H 0.21 -1.01 2.52
H -0.51 -2.45 1.68
H -1.84 -0.50 3.57
H -2.05 -0.77 0.67
H -3.62 -0.65 1.50
H -1.22 1.17 1.88
H -2.77 1.41 2.63
H -2.91 2.89 0.80
H -3.79 1.48 0.30
H -1.27 0.86 -0.64
H -2.54 1.61 -1.59
H -1.64 3.81 -1.19
H -0.39 2.77 -1.83
H 0.14 2.42 0.81
H -0.72 3.93 0.94
H 0.84 4.95 -0.71
H 1.67 4.44 0.75
H 1.76 3.26 -2.02
H 3.08 3.75 -1.00
H 1.44 1.28 -0.32
H 2.83 1.91 0.49
H 4.05 0.50 -0.79
H 3.78 1.61 -2.13
H 3.22 -0.63 -2.82
H 2.16 -0.86 -1.46
H 1.65 1.45 -3.34
H 0.50 0.56 -2.31
H -1.11 -0.02 -3.88
H -1.32 -1.56 -6.12
H 1.22 -2.23 -6.77
H 2.82 -1.07 -4.90
H -3.21 -3.01 2.56
H -3.43 -2.07 4.03
*
```

## Properties
- structure (SMILES) = CS(=O)(=O)[C@H]1C[C@@H](CCCCCCCCCCCCn2cccc2)CO1
- energy above the lowest of the compared OMol25 structures with the same formula, charge and spin (eV) = 0.000
- E_LUMO (eV) = 0.667
- calculated total energy (eV) = -40844.039
- highest occupied orbital energy (eV) = -8.1240

Computed, not measured: a 2-piece molecular cluster, H2 overall, with wB97M-V/def2-TZVPD.

Geometry as ORCA input:
```
! RIJCOSX wB97M-V def2-TZVPD def2/J DEFGRID3
* xyz 0 1
H -0.05 -0.50 0.42
H 0.05 0.50 -0.42
*
```

## Properties
- energy above the lowest of the compared OMol25 structures with the same formula, charge and spin (eV) = 2.288
- E_LUMO (eV) = 0.361
- calculated total energy (eV) = -29.301
- highest occupied orbital energy (eV) = -11.9760